C40H114N10O12 | wB97M-V/def2-TZVPD

The calculation puts the lowest unoccupied orbital energy at 0.0129 Ha. As for the HOMO energy: -8.70 eV. The calculation puts the orbital gap at 0.3328 hartree. The SMILES is COC[C@H](C)N.COC[C@H](C)N.COC[C@H](C)N.COC[C@H](C)N.COC[C@H](C)N.COC[C@H](C)N.COC[C@H](C)N.COC[C@H](C)N.COC[C@H](C)N.COC[C@H](C)N.O.O. The multiplicity is 1.

Positions of all 176 atoms, in Å:
O -3.48021 5.70427 -0.38453
O -4.84979 0.70155 1.41708
O 2.64165 0.77133 -2.84398
O 0.57321 5.65976 -2.53245
O 2.49697 5.82342 3.45461
O -4.21661 -8.41981 -1.00619
O 0.47152 -2.66688 -6.45329
O 2.27053 -2.13109 2.15939
O 1.23812 -8.96423 -0.92568
O 3.08164 0.61715 1.99718
O -1.00416 -1.04815 -0.05556
O 2.44832 1.21904 5.97950
N -2.29190 -0.45298 2.43217
N 1.32372 1.83634 -0.00459
N -2.89201 -7.42346 2.23580
N 2.99344 -6.59717 -0.67025
N 2.14211 4.92085 -0.07402
N -5.56401 5.57510 1.77162
N 5.78903 2.58803 -2.30796
N 0.31862 -0.98468 3.97832
N 3.29982 -3.90159 -4.43750
N 3.00188 7.16383 -2.08091
C -4.50485 -0.65827 1.30332
C -4.27903 -0.76103 3.82060
C 4.70450 1.13408 -0.74241
C 4.82754 1.48618 -2.20720
C -0.10289 4.55697 -3.07376
C 2.62690 5.05154 2.28031
C 2.03927 0.01684 5.36055
C -5.87137 1.06043 0.51727
C -0.92345 -2.40077 -0.45176
C -2.88798 -6.04034 0.21212
C 3.26238 5.30854 4.52087
C -1.08092 1.88431 -0.22666
C -0.37727 0.56906 5.77162
C 3.74645 1.13266 6.52597
C 3.50385 1.89906 -2.85022
C 0.16689 -0.31701 -0.37057
C -4.16716 5.10195 1.83929
C -0.09271 -1.39835 -6.66064
C 0.96664 -9.70384 0.24219
C 1.88701 7.66652 -2.92391
C 0.67607 0.25497 4.73284
C 0.27229 5.59308 1.47649
C 1.73285 -2.63630 -5.82915
C -3.51049 -8.50925 0.19509
C -3.58295 5.35817 -1.74535
C 0.73425 -7.64505 -0.88906
C 1.00630 -5.31231 -0.06085
C 1.95648 -3.92057 -5.05719
C 0.93361 -4.11586 -3.94676
C 1.63754 -6.69186 -0.10207
C 1.77743 5.62613 1.18453
C -4.45985 -9.68758 -1.56250
C 1.52599 0.87334 -3.69029
C -3.62887 -1.07070 2.48217
C -3.53774 -7.19789 0.93835
C -3.70457 4.59495 0.48762
C 2.40803 8.54579 -4.03244
C 1.13143 6.49460 -3.53234
C 0.11408 1.05921 0.24694
C -4.06926 3.98204 2.87303
H -5.55453 6.54826 1.47906
H 0.04623 4.62323 1.93831
H 3.86387 1.98096 7.19972
H 0.31486 6.88255 -4.15939
H -3.51390 -0.79121 4.60087
H -1.92636 -2.81530 -0.33496
H -2.34866 0.56580 2.39526
H 0.44004 4.08343 -3.90283
H 1.36123 -4.78466 -3.19350
H 2.77139 7.90766 -4.85857
H -1.34157 0.76817 5.30042
H -3.91435 -0.77967 0.38180
H -0.00980 -1.67523 4.64882
H -4.59998 -6.92610 1.05743
H 1.65033 -1.77625 2.83681
H 2.53374 -2.50492 -6.57480
H -3.08828 -5.14988 0.81689
H -2.97669 6.05136 -2.32469
H 2.77070 4.41756 4.93666
H -0.04062 6.40914 2.12197
H 2.09021 1.45264 0.54580
H -4.74427 0.22214 3.89228
H 1.22641 -10.73364 0.00414
H -0.27419 5.61272 0.53163
H 2.63087 0.89297 2.80121
H 3.36873 6.08405 5.27127
H -0.20725 3.81130 -2.28694
H 3.97905 -3.49929 -5.07665
H 1.11306 -0.13251 -3.78248
H 0.79764 1.02753 3.96931
H -4.95405 -9.56188 -2.52563
H -1.80197 -6.12643 0.17090
H 3.07149 7.84169 -1.31869
H 1.97209 -0.79984 6.09287
H 2.94601 -6.40995 -1.67290
H 0.28600 -0.26924 -1.46211
H 2.93968 -0.34311 1.96277
H 0.00408 -4.55668 -4.29952
H -4.38785 4.34582 3.85070
H 0.64271 -7.28559 -1.91693
H 1.59879 1.73564 -0.97712
H -2.89688 -6.59149 2.81832
H -0.00134 -0.70754 -5.81799
H -3.89086 -9.32409 0.83167
H 0.02018 0.95564 1.33477
H -3.51288 -10.19474 -1.80254
H -1.07937 2.83271 0.30493
H -5.06659 -10.32261 -0.91141
H -3.46915 -8.06698 2.77289
H 5.87757 2.94389 -3.25277
H 3.29952 -3.28118 -3.63225
H -0.08936 1.41978 6.39135
H 1.61809 -4.58683 0.48245
H -4.42428 3.91335 0.01643
H 2.29274 4.01453 2.46487
H 1.80876 1.21091 -4.69467
H 3.33563 9.05010 -3.75992
H 2.16210 3.93131 0.16974
H 0.11756 -5.32070 0.58350
H -3.45271 -2.14461 2.37124
H -1.05610 2.03913 -1.30940
H -6.04949 5.12214 1.00236
H 3.87402 0.21203 7.10386
H -6.76612 0.44924 0.66132
H 3.69470 2.23907 -3.87487
H 3.01187 2.69518 -2.27244
H 2.63702 -2.92769 2.55305
H -1.88668 -0.65110 1.50543
H 5.45935 3.36232 -1.73880
H 2.58345 6.39926 -1.53592
H 4.05762 0.28278 -0.51082
H 5.20803 0.64481 -2.79097
H 1.73344 -7.08466 0.91197
H 1.35082 5.06613 -0.69655
H 1.91165 -4.80229 -5.69837
H -4.76596 3.18677 2.59550
H 1.60805 -9.36790 1.06418
H -0.27068 -2.96206 0.22273
H 0.44891 -0.95776 -7.51420
H -5.04412 -1.49070 4.09974
H -5.39030 -1.30720 1.26667
H 3.67707 5.05372 1.95956
H 1.81876 5.91148 -4.16205
H -6.11395 2.11009 0.68489
H 0.71421 -3.20348 -3.38054
H 4.24204 4.97446 4.15347
H 2.74777 -0.25345 4.56683
H -1.08187 4.86895 -3.45690
H -3.24577 4.33044 -1.93810
H -0.26128 -7.65456 -0.42230
H -0.52410 -0.28353 6.44115
H -4.62153 5.39876 -2.10537
H 0.73616 1.51901 -3.28014
H -3.25233 -5.92009 -0.80569
H -3.05858 3.58738 2.98766
H 1.13013 8.18915 -2.31916
H 3.36273 -7.54962 -0.68317
H 1.06591 -0.82518 0.01045
H -0.58970 -2.49610 -1.48794
H 2.05502 6.67359 1.00442
H -5.52857 1.00378 -0.52649
H -3.48413 5.90695 2.11636
H 4.34557 1.94766 -0.11063
H 1.83666 -1.79117 -5.13483
H 4.51114 1.19994 5.74529
H -2.45337 -8.79352 0.03341
H -2.74518 4.06416 0.52252
H 1.70656 9.21338 -4.53017
H 5.66991 0.77805 -0.37391
H -0.08333 -9.63544 0.54024
H 0.71467 -4.88668 -1.01967
H -2.02195 1.35729 -0.03753
H -1.13113 -1.44517 -6.98110
H -0.51899 -0.74656 3.43038

Löwdin atomic charge list, values in e, 99 entries:
1. O -0.187
2. O -0.206
3. O -0.208
4. O -0.217
5. O -0.181
6. O -0.171
7. O -0.172
8. O -0.088
9. O -0.187
10. O -0.057
11. O -0.229
12. O -0.192
13. N 0.047
14. N 0.076
15. N 0.036
16. N 0.046
17. N 0.042
18. N 0.046
19. N 0.035
20. N 0.037
21. N 0.034
22. N 0.056
23. C -0.213
24. C -0.055
25. C -0.069
26. C -0.428
27. C -0.107
28. C -0.230
29. C -0.226
30. C -0.108
31. C -0.074
32. C -0.051
33. C -0.107
34. C -0.045
35. C -0.049
36. C -0.104
37. C -0.203
38. C -0.179
39. C -0.419
40. C -0.107
41. C -0.104
42. C -0.445
43. C -0.413
44. C -0.040
45. C -0.225
46. C -0.243
47. C -0.121
48. C -0.207
49. C -0.075
50. C -0.422
51. C -0.056
52. C -0.429
53. C -0.414
54. C -0.113
55. C -0.126
56. C -0.402
57. C -0.449
58. C -0.210
59. C -0.079
60. C -0.212
61. C -0.412
62. C -0.060
63. H 0.070
64. H 0.075
65. H 0.088
66. H 0.134
67. H 0.066
68. H 0.087
69. H 0.083
70. H 0.087
71. H 0.053
72. H 0.079
73. H 0.069
74. H 0.123
75. H 0.086
76. H 0.140
77. H -0.004
78. H 0.129
79. H 0.072
80. H 0.081
81. H 0.084
82. H 0.078
83. H 0.029
84. H 0.075
85. H 0.090
86. H 0.067
87. H 0.019
88. H 0.086
89. H 0.064
90. H 0.065
91. H 0.060
92. H 0.130
93. H 0.088
94. H 0.044
95. H 0.073
96. H 0.134
97. H 0.068
98. H 0.117
99. H 0.013